[1]
Entry from the OMol25 dataset: 7 unconnected molecules or ions with the total composition C29H68BBrNO12PS2 at a distorted geometry (ωB97M-V/def2-TZVPD).

Last column: Löwdin charge in e.
Element x y z (Å)
C (3.25695, -4.60726, 4.16930)  -0.152
C (2.63493, -5.00080, 2.82740)  -0.409
P (1.09613, -4.05305, 2.42069)  0.998
C (1.02044, -4.22175, 0.60038)  -0.326
C (1.50777, -2.28630, 2.93279)  -0.459
O (1.37888, -2.19343, 4.37426)  -0.237
S (-0.11710, -2.13920, 4.96708)  0.616
O (0.01414, -1.56475, 6.26810)  -0.265
O (-0.78464, -3.40020, 4.97090)  -0.281
C (-1.00530, -0.93106, 3.97938)  -0.131
C (-0.72684, -1.01776, 2.46661)  -0.329
C (-1.55161, -2.12985, 1.78115)  -0.131
C (-3.06181, -1.85113, 1.77052)  -0.213
O (-3.69776, -3.10923, 1.51846)  -0.061
B (-1.18504, 0.40585, 1.83494)  -0.727
O (-1.59687, 0.54928, 0.53792)  0.160
O (-1.14672, 1.53753, 2.58728)  0.047
C (-0.53661, 2.63138, 1.88439)  -0.042
C (0.79599, -1.10970, 2.26872)  -0.636
Br (1.33125, -0.88544, 0.37869)  0.932
N (1.34216, 0.10356, 3.00452)  0.066
C (2.39318, 0.61898, 2.66574)  -0.825
S (3.87516, 1.07331, 2.50625)  0.769
H (3.63327, -3.58848, 4.10374)  0.060
H (4.09657, -5.26204, 4.39049)  0.071
H (2.55266, -4.64573, 4.99602)  0.072
H (3.35894, -4.77417, 2.03923)  0.074
H (2.39963, -6.06022, 2.80380)  0.073
H (1.16001, -5.28767, 0.41515)  0.037
H (0.06648, -3.94093, 0.17247)  0.010
H (1.83335, -3.72532, 0.07156)  0.016
H (2.57308, -2.13918, 2.74611)  0.113
H (-0.67969, 0.01740, 4.39245)  0.109
H (-2.05694, -1.02803, 4.22058)  0.120
H (-1.24286, -2.18898, 0.73748)  0.093
H (-1.45037, -3.08838, 2.28466)  0.096
H (-3.33102, -1.20958, 0.93569)  0.114
H (-3.40663, -1.42018, 2.70982)  0.126
H (-4.49853, -3.17000, 2.04212)  0.084
H (-1.34784, -0.19436, -0.02062)  0.076
H (-1.28798, 3.33574, 1.53608)  0.080
H (0.10124, 2.29643, 1.07574)  0.064
H (0.09633, 3.18201, 2.57915)  0.094
C (2.66357, 4.05322, -2.42030)  -0.057
C (1.62855, 3.02526, -1.99248)  -0.488
C (0.57821, 2.81283, -3.07322)  -0.054
O (0.99697, 3.43796, -0.78398)  -0.065
H (2.19024, 5.02250, -2.60113)  0.083
H (3.40673, 4.19839, -1.63670)  0.074
H (3.17868, 3.74197, -3.32986)  0.075
H (2.12401, 2.07646, -1.77264)  0.125
H (0.04244, 3.74497, -3.27152)  0.083
H (-0.15979, 2.07672, -2.74989)  0.075
H (1.03038, 2.46758, -4.00448)  0.079
H (0.54647, 4.27577, -0.94786)  0.073
C (1.08513, 6.55833, 1.76020)  -0.052
C (1.46072, 7.19030, 0.42917)  -0.492
C (1.55088, 8.70431, 0.53721)  -0.062
O (0.50059, 6.83004, -0.56715)  -0.064
H (0.10518, 6.91440, 2.09110)  0.085
H (1.02125, 5.47357, 1.66180)  0.065
H (1.81774, 6.79548, 2.53257)  0.083
H (2.41684, 6.78914, 0.09140)  0.137
H (0.58540, 9.12560, 0.83100)  0.081
H (1.81596, 9.14150, -0.42583)  0.079
H (2.29724, 9.00429, 1.27362)  0.081
H (-0.35654, 7.17282, -0.29319)  0.086
C (-0.55709, -3.70958, -4.59517)  -0.059
C (0.03478, -3.90850, -3.20836)  -0.486
C (-0.03160, -5.36476, -2.78727)  -0.051
O (-0.66972, -3.09971, -2.26143)  -0.073
H (-1.60931, -4.00658, -4.60611)  0.081
H (-0.51273, -2.65858, -4.88334)  0.078
H (-0.02317, -4.29875, -5.34220)  0.080
H (1.07071, -3.56490, -3.20119)  0.137
H (-1.07293, -5.69007, -2.74936)  0.062
H (0.38659, -5.49484, -1.79043)  0.055
H (0.51281, -6.01066, -3.47881)  0.084
H (-1.58826, -3.39564, -2.25924)  0.080
C (5.80726, 1.52577, -2.01733)  -0.055
C (6.21370, 2.47021, -3.13970)  -0.502
C (7.64841, 2.22284, -3.58077)  -0.064
O (6.05871, 3.82313, -2.71544)  -0.060
H (6.44189, 1.67847, -1.14001)  0.083
H (4.77837, 1.71769, -1.70930)  0.064
H (5.89002, 0.48255, -2.32647)  0.081
H (5.54243, 2.33789, -3.98963)  0.135
H (8.33871, 2.39600, -2.75066)  0.081
H (7.92540, 2.90897, -4.38144)  0.079
H (7.78405, 1.20007, -3.93546)  0.079
H (6.64176, 3.96764, -1.96323)  0.088
C (-5.36187, -5.74170, -0.51214)  -0.054
C (-4.65606, -5.63959, -1.85438)  -0.492
C (-5.13507, -6.71210, -2.82081)  -0.062
O (-3.24354, -5.74698, -1.66651)  -0.067
H (-5.15562, -6.70819, -0.04393)  0.085
H (-4.99921, -4.96797, 0.16501)  0.060
H (-6.44201, -5.63458, -0.62340)  0.082
H (-4.83349, -4.65341, -2.28587)  0.138
H (-4.92267, -7.70806, -2.42270)  0.082
H (-4.61532, -6.62718, -3.77589)  0.078
H (-6.20804, -6.63316, -2.99994)  0.080
H (-3.06364, -6.61183, -1.28313)  0.091
C (-5.89311, 3.04506, 0.48566)  -0.062
C (-4.77630, 3.91668, 1.04044)  -0.493
C (-3.84096, 4.38494, -0.06577)  -0.062
O (-4.03925, 3.19780, 2.02511)  -0.050
H (-5.47890, 2.15040, 0.01229)  0.080
H (-6.55185, 2.71273, 1.28850)  0.078
H (-6.48840, 3.58357, -0.25348)  0.079
H (-5.20521, 4.78142, 1.54864)  0.137
H (-3.36679, 3.52864, -0.55385)  0.082
H (-3.04333, 5.00505, 0.34671)  0.071
H (-4.37626, 4.96239, -0.82147)  0.079
H (-3.64700, 2.42676, 1.59836)  0.071

Its HOMO-LUMO gap is 8.0 eV. The value obtained for the max |F| is 2.39 eV Å⁻¹. The calculation puts the energy at -158914.737 eV. As for the SMILES: CCP(C)[C@@H]1OS(=O)(=O)C[C@@](CCO)(B(O)OC)[C@@]1(Br)N=C=S.CC(C)O.CC(C)O.CC(C)O.CC(C)O.CC(C)O.CC(C)O.


[2]
Entry from the OMol25 dataset: a molecular structure, C29H68FeHgN9O12 at a distorted geometry (ωB97M-V/def2-TZVPD).

Last column: Löwdin charge in e.
Element x y z (Å)
Hg (-15.47434, -14.55009, 32.84250)  1.258
Fe (-17.42906, -15.44815, 30.25293)  1.050
O (-16.12135, -16.30635, 31.71135)  -0.485
H (-15.68486, -17.18042, 31.71313)  0.015
O (-16.64630, -13.53771, 30.99505)  -0.456
C (-16.45144, -12.16885, 31.05482)  -0.325
C (-15.67245, -11.57648, 32.37944)  -0.304
O (-14.82736, -12.40396, 33.16960)  -0.382
H (-17.34815, -11.56688, 30.90766)  0.080
H (-15.88671, -11.89989, 30.16216)  0.078
H (-16.42530, -11.08659, 32.99696)  0.063
H (-15.04188, -10.77495, 31.99469)  0.087
C (-17.04549, -5.41120, 33.34522)  -0.370
O (-18.24855, -5.61558, 33.25569)  0.012
N (-16.06061, -6.31338, 33.37607)  -0.144
C (-14.62806, -5.84992, 33.16915)  -0.009
C (-16.35762, -7.76197, 33.21784)  -0.027
H (-16.70126, -4.39124, 33.57629)  0.136
H (-14.44192, -5.91565, 32.09717)  0.053
H (-13.88257, -6.47424, 33.66165)  0.089
H (-14.52557, -4.79533, 33.42499)  0.085
H (-16.03663, -8.40979, 34.03356)  0.083
H (-17.43397, -7.89560, 33.32596)  0.063
H (-16.02277, -8.09543, 32.23561)  0.052
C (-19.09147, -14.56453, 27.51400)  -0.310
O (-18.40239, -14.82565, 28.46439)  -0.067
N (-19.20272, -13.32637, 27.02650)  -0.133
C (-18.53357, -12.18880, 27.64858)  -0.031
C (-20.33245, -12.94119, 26.18307)  -0.017
H (-19.77227, -15.25544, 26.99309)  0.163
H (-19.14674, -11.71995, 28.41818)  0.081
H (-18.32992, -11.42416, 26.89894)  0.099
H (-17.56382, -12.41210, 28.09336)  0.076
H (-20.87503, -13.82522, 25.84811)  0.098
H (-20.99883, -12.32387, 26.78553)  0.098
H (-20.06044, -12.31865, 25.33068)  0.101
C (-22.15246, -14.75218, 30.21580)  -0.336
O (-23.14364, -15.43018, 30.30076)  0.030
N (-22.15091, -13.42564, 30.62658)  -0.175
C (-21.04149, -12.47267, 30.45765)  -0.067
C (-23.37123, -12.79521, 31.20193)  -0.015
H (-21.21065, -15.08488, 29.75265)  0.112
H (-20.01318, -12.81773, 30.34992)  0.072
H (-20.96742, -11.91998, 31.39421)  0.061
H (-21.28434, -11.65062, 29.78432)  0.081
H (-22.99312, -12.65212, 32.21418)  0.096
H (-23.63581, -11.91006, 30.62349)  0.092
H (-24.24750, -13.43991, 31.26987)  0.089
C (-14.60089, -15.13453, 28.22322)  -0.327
O (-15.57064, -15.27486, 28.92013)  -0.037
N (-14.68631, -15.15361, 26.89534)  -0.138
C (-13.42644, -14.87883, 26.11106)  -0.010
C (-15.89704, -15.34764, 26.10161)  -0.019
H (-13.54342, -15.07354, 28.52359)  0.153
H (-13.18697, -15.62052, 25.34906)  0.097
H (-12.52753, -14.61302, 26.66730)  0.091
H (-13.60529, -13.91680, 25.63084)  0.067
H (-16.25389, -14.46926, 25.56382)  0.092
H (-15.78980, -16.18853, 25.41640)  0.103
H (-16.78268, -15.57971, 26.69312)  0.061
C (-13.68773, -11.07532, 25.03069)  -0.331
O (-14.38586, -11.53113, 24.15235)  0.027
N (-13.97119, -11.06671, 26.37559)  -0.184
C (-13.30668, -10.10521, 27.19783)  -0.098
C (-15.15346, -11.63824, 27.03086)  -0.043
H (-12.72861, -10.59398, 24.78449)  0.142
H (-12.26643, -9.93473, 26.92053)  0.088
H (-13.30363, -10.38758, 28.25061)  0.097
H (-13.54443, -9.07006, 26.95283)  0.090
H (-15.71526, -10.84443, 27.52313)  0.052
H (-15.84634, -12.01576, 26.27885)  0.081
H (-14.75258, -12.40278, 27.69634)  0.085
C (-14.04932, -9.90959, 35.64599)  -0.402
O (-13.11410, -9.17672, 35.78973)  0.019
N (-15.00685, -10.04919, 36.55139)  -0.159
C (-16.19051, -10.86481, 36.36664)  -0.070
C (-14.99837, -9.28292, 37.81871)  -0.014
H (-14.16415, -10.67446, 34.86241)  0.116
H (-16.13726, -11.28855, 35.36379)  0.061
H (-17.14661, -10.34324, 36.41061)  0.086
H (-16.44712, -11.68277, 37.03982)  0.084
H (-14.02012, -8.87599, 38.07473)  0.089
H (-15.71269, -8.46285, 37.74573)  0.087
H (-15.37719, -9.93202, 38.60817)  0.088
C (-13.95924, -13.45580, 37.37885)  -0.315
O (-14.27164, -12.92697, 38.47090)  -0.025
N (-12.74071, -13.29511, 36.83460)  -0.201
C (-12.56831, -13.69789, 35.45335)  -0.073
C (-11.58099, -12.86845, 37.55873)  -0.028
H (-14.67797, -13.97418, 36.72546)  0.129
H (-11.99583, -12.90476, 34.97240)  0.096
H (-13.46780, -13.80464, 34.84705)  0.024
H (-12.03744, -14.63749, 35.30025)  0.086
H (-11.80885, -12.71715, 38.61385)  0.098
H (-10.81972, -13.62410, 37.36492)  0.094
H (-11.26645, -11.92140, 37.12024)  0.095
C (-19.54238, -10.28799, 33.44013)  -0.345
O (-20.33198, -10.86220, 34.17564)  0.005
N (-19.95693, -9.48775, 32.43122)  -0.168
C (-19.02483, -8.88178, 31.48881)  -0.076
C (-21.40150, -9.18791, 32.24767)  -0.016
H (-18.44783, -10.17903, 33.48794)  0.112
H (-19.10621, -7.79936, 31.58810)  0.085
H (-19.28302, -9.13017, 30.45938)  0.079
H (-17.97067, -9.08330, 31.67922)  0.053
H (-21.90349, -10.08272, 32.61568)  0.065
H (-21.78753, -8.33320, 32.80315)  0.101
H (-21.60757, -9.13200, 31.17879)  0.083
C (-17.05843, -6.68907, 29.86381)  -0.360
O (-18.21988, -6.39089, 29.58113)  0.012
N (-16.47142, -7.80910, 29.50907)  -0.152
C (-15.10640, -8.11172, 29.87595)  -0.044
C (-17.11338, -8.69798, 28.49080)  -0.023
H (-16.44362, -6.03426, 30.50055)  0.135
H (-14.58871, -7.25426, 30.30590)  0.086
H (-14.54092, -8.30065, 28.96346)  0.066
H (-15.12705, -9.00887, 30.49465)  0.074
H (-16.40842, -8.94714, 27.69767)  0.067
H (-17.42943, -9.64370, 28.93103)  0.057
H (-17.98330, -8.36879, 27.92250)  0.099

Its spin multiplicity is 5. Its HOMO-LUMO gap (alpha / beta) is 6.3 / 6.1 eV. The value obtained for the max |F| is 4.02 eV Å⁻¹. Its total charge is +1. As for the expectation value of S²: 6.006. The calculation puts the energy at -107708.074 eV.